Record 1
ORCA calculation (ωB97M-V/def2-TZVPD) on a 3-piece molecular cluster, C27H50FIN4O2PS overall at a distorted geometry.

```
87
C27H50FIN4O2PS ωB97M-V/def2-TZVPD
C 0.582 3.544 3.433
C 0.277 2.122 2.910
C 0.937 1.917 1.521
I 2.769 0.826 1.886
C 0.026 1.399 0.421
N 0.546 1.660 -0.958
C 1.775 1.867 -1.258
C 2.523 3.183 -1.170
C 2.601 0.767 -1.921
N -0.202 -0.084 0.235
S -0.262 -1.209 1.586
C -1.335 -0.119 -0.806
C -1.040 -0.872 -2.107
C -2.173 -0.686 -3.148
C -1.798 0.250 -4.317
C -2.720 1.450 -4.496
O -2.362 2.355 -5.152
O -3.963 1.444 -3.930
C -1.881 1.311 -1.020
C -1.378 2.141 0.261
C -1.235 3.649 0.009
C -2.497 4.282 -0.579
F -2.067 5.382 -1.316
P -2.952 1.975 1.319
C -2.950 0.436 2.383
C -3.013 3.311 2.646
C -4.524 3.399 3.033
H 0.001 4.313 2.926
H 0.527 3.609 4.517
H 1.632 3.740 3.179
H 0.715 1.453 3.647
H -0.798 1.954 2.938
H 1.252 2.907 1.210
H 2.454 3.604 -2.178
H 1.962 3.843 -0.506
H 3.557 3.045 -0.866
H 2.967 0.047 -1.185
H 3.462 1.159 -2.465
H 1.996 0.204 -2.638
H 0.575 -0.441 -0.334
H 0.798 -2.056 1.551
H -2.106 -0.705 -0.295
H -0.158 -0.387 -2.536
H -0.759 -1.914 -1.948
H -3.097 -0.381 -2.658
H -2.372 -1.674 -3.562
H -0.794 0.664 -4.254
H -1.859 -0.321 -5.244
H -4.069 2.280 -3.453
H -2.956 1.154 -0.889
H -1.837 1.798 -1.992
H -0.966 4.125 0.954
H -0.426 3.876 -0.687
H -3.173 4.687 0.171
H -3.030 3.626 -1.266
H -3.155 -0.412 1.732
H -2.050 0.298 2.981
H -3.796 0.574 3.057
H -2.746 4.288 2.252
H -2.490 3.022 3.558
H -5.170 3.224 2.173
H -4.729 2.592 3.743
H -4.752 4.328 3.552
C 1.725 -6.431 3.445
C 0.686 -5.360 3.757
C -0.248 -5.069 2.576
C 0.454 -4.457 1.451
N 1.005 -3.976 0.564
H 2.405 -6.110 2.654
H 2.323 -6.645 4.330
H 1.247 -7.360 3.129
H 1.192 -4.443 4.070
H 0.079 -5.692 4.601
H -1.042 -4.392 2.901
H -0.735 -5.988 2.245
C 5.243 -4.228 -3.399
C 5.065 -3.109 -2.380
C 3.752 -3.218 -1.596
C 2.581 -3.010 -2.446
N 1.652 -2.851 -3.102
H 4.476 -4.187 -4.175
H 6.213 -4.143 -3.887
H 5.192 -5.207 -2.919
H 5.120 -2.143 -2.887
H 5.893 -3.144 -1.670
H 3.744 -2.468 -0.801
H 3.683 -4.192 -1.108
```

Properties
Max |F| = 3.95 eV Å⁻¹
Highest occupied orbital energy = -11.08 eV
Frontier orbital gap = 8.13 eV
Charge = +1

Here are the Mulliken charges for atoms 1 to 6, given in e: number 1, C, carries -1.563; number 2, C, carries 0.951; number 3, C, carries -1.152; number 4, I, carries 0.074; number 5, C, carries -0.418; number 6, N, carries 0.243

=====

Record 2
ORCA calculation (ωB97M-V/def2-TZVPD) on C25H43Cl3N5NdO4Si as an isolated structure at a distorted geometry.

```
82
C25H43Cl3N5NdO4Si ωB97M-V/def2-TZVPD
C 1.560 -1.197 -4.357
C 1.175 0.207 -4.027
H 1.641 -1.371 -5.432
H 0.796 -1.859 -3.926
H 2.514 -1.472 -3.884
C 0.624 1.080 -4.893
C 0.267 0.749 -6.308
H 0.366 2.091 -4.560
H -0.277 -0.209 -6.352
H 1.130 0.676 -6.993
H -0.390 1.537 -6.704
Nd 0.152 -0.830 1.300
Cl 2.710 -0.324 0.502
Cl -1.981 -2.488 1.831
C 1.039 2.502 1.624
O 0.168 1.593 1.518
N 0.737 3.784 1.826
C -0.654 4.215 1.908
C 1.761 4.819 1.934
H 2.110 2.263 1.549
H -1.270 3.363 2.212
H -0.997 4.591 0.932
H -0.711 5.024 2.645
H 2.749 4.354 1.883
H 1.653 5.350 2.887
H 1.676 5.552 1.124
H -1.955 -1.296 -2.506
H -2.639 1.294 -3.533
C -2.786 -1.032 -1.842
C -3.340 1.230 -2.686
N -2.785 0.412 -1.609
H -2.696 -1.567 -0.895
C -2.414 0.947 -0.434
O -1.991 0.285 0.527
H -3.549 2.241 -2.311
H -2.535 2.056 -0.377
H -3.728 -1.283 -2.342
H -4.270 0.768 -3.042
O 0.160 -0.284 -2.108
C 1.165 0.472 -2.518
C -0.154 2.598 -2.031
C 1.070 1.942 -2.060
H -1.059 2.009 -2.212
C -0.210 3.969 -1.781
H 2.099 0.060 -2.101
C 2.213 2.620 -1.664
H -1.178 4.480 -1.819
C 0.963 4.682 -1.503
C 2.176 3.993 -1.422
H 3.131 2.041 -1.542
H 0.918 5.766 -1.334
H 3.091 4.535 -1.175
Si 0.759 -4.470 -0.223
Cl 0.518 -2.433 -0.884
C -0.947 -5.227 -0.064
C 1.619 -4.585 1.452
C 1.737 -5.351 -1.544
H -1.642 -4.519 0.415
H -0.877 -6.122 0.572
H -1.319 -5.550 -1.048
H 1.113 -5.512 -2.435
H 2.040 -6.344 -1.175
H 2.641 -4.794 -1.828
H 1.203 -3.921 2.222
H 2.696 -4.382 1.338
H 1.520 -5.615 1.819
C 1.302 -2.609 5.747
N 0.249 -1.672 5.364
C -0.788 -1.291 6.167
C -1.780 -0.495 5.678
C -1.704 -0.086 4.329
N -0.588 -0.346 3.633
C 0.288 -1.249 4.078
O 1.150 -1.746 3.266
N -2.659 0.526 3.616
H 1.281 -2.771 6.824
H 2.271 -2.190 5.448
H 1.159 -3.569 5.231
H -0.746 -1.663 7.190
H -2.624 -0.180 6.275
H -3.562 0.712 4.021
H -2.555 0.514 2.595
```

Properties
Max |F| = 3.05 eV Å⁻¹
Highest occupied orbital energy (spin up / spin down) = -6.01 / -6.02 eV
Multiplicity = 4
Frontier orbital gap (spin up / spin down) = 5.52 / 5.54 eV
Charge = 0
ΔE to the lowest compared entry with this formula, charge and spin = 11.50 kcal per mole

Here are the Mulliken charges for atoms 1 to 6, given in e: number 1, C, carries -1.551; number 2, C, carries 0.139; number 3, H, carries 0.446; number 4, H, carries 0.139; number 5, H, carries 0.282; number 6, C, carries 0.343